[1]
C2H6N2 in the gas phase in a non-equilibrium geometry. Source: the Open Molecules 2025 dataset; level of theory: ωB97M-V with the def2-TZVPD basis set.

Values from the calculation:
ΔE to the lowest compared entry with this formula, charge and spin: 44.79 kcal per mole
LUMO: 1.091 eV
frontier orbital gap: 9.55 eV
energy: -189.25819 a.u.
SMILES string: C/C=N\N

XYZ file:
```
10
Properties=species:S:1:pos:R:3:forces:R:3:nbo_charge:R:1
C 1.152887 -0.285225 -0.052968 -0.37 -1.80 0.99 -0.696
C 0.316910 0.906959 -0.025703 1.67 2.90 -0.05 0.001
H 0.897625 -0.923926 -0.941777 0.10 0.29 0.94 0.226
H 0.887124 -0.813556 0.945599 0.75 0.13 -1.63 0.212
H 2.215350 -0.081379 -0.087085 0.09 0.10 0.15 0.232
H 0.767891 1.941382 0.083343 -0.38 -1.36 -0.37 0.181
H -2.563768 -0.224349 -0.021318 -0.02 0.29 0.10 0.373
H -1.175197 -1.176050 0.211233 0.15 1.15 -0.22 0.357
N -0.934680 0.915263 -0.050171 -1.16 0.28 0.41 -0.218
N -1.564145 -0.259119 -0.061150 -0.83 -1.99 -0.32 -0.668
```
Forces are in eV/Å.

***

[2]
C3H14NO4 as an isolated structure in a non-equilibrium geometry. Source: the Open Molecules 2025 dataset; level of theory: ωB97M-V with the def2-TZVPD basis set.

Values from the calculation:
ΔE to the lowest compared entry with this formula, charge and spin: 105.73 kcal per mole
LUMO: 3.569 eV
charge: -1
frontier orbital gap: 8.04 eV
energy: -478.30467 a.u.

XYZ file:
```
22
Properties=species:S:1:pos:R:3:forces:R:3:nbo_charge:R:1
C 3.304775 0.749795 -0.770770 1.13 -0.15 -0.03 -0.446
N 1.913370 1.224872 -0.808379 -0.49 -1.42 3.90 -0.607
C 1.084602 0.023066 0.229419 0.19 -1.93 -3.45 -0.334
C -0.324724 0.185959 -0.248868 -1.00 0.20 -0.46 -0.096
O -1.151232 -0.969818 -0.040034 -0.14 1.52 0.32 -0.796
H 3.785238 0.573010 0.236631 -0.61 0.46 -0.68 0.164
H 3.941938 1.494784 -1.309355 -0.47 -0.44 0.39 0.189
H 3.464836 -0.228217 -1.286611 -0.35 0.47 0.04 0.162
H 1.619052 1.250199 0.288573 1.46 2.68 -1.66 0.372
H 1.108129 0.108899 1.295910 0.54 0.28 0.95 0.203
H 1.650390 -0.857560 -0.095712 -0.59 0.03 0.32 0.229
H -0.358703 0.455200 -1.336842 0.16 -0.16 1.03 0.193
H -0.728369 1.015712 0.366816 -0.10 -0.20 -0.72 0.200
H -2.091659 -0.563465 -0.158736 -0.02 -1.03 -0.71 0.542
H -4.000707 -0.968968 -1.027105 -0.13 -0.12 0.12 0.425
O -3.483798 -0.163676 -1.017283 0.42 0.38 0.58 -1.256
H -0.392070 -2.013185 0.791146 1.00 -1.12 -0.29 0.505
H -0.005579 -3.218676 1.742196 0.58 0.57 -1.06 0.444
O 0.342182 -2.729044 0.954937 -1.37 -0.03 1.51 -1.016
H -3.324009 0.912823 0.153353 -0.13 0.27 0.01 0.525
H -3.485811 2.118044 1.278224 -0.33 -0.24 -0.21 0.447
O -2.867845 1.600249 0.762498 0.26 -0.02 0.10 -1.047
```
Forces are in eV/Å.

***

Number 1: M 58.08 g/mol. Number 2: M 128.15 g/mol.